Entry 1:
# C28H20BrHgIPSbSe4

A structure of composition C28H20BrHgIPSbSe4 (ωB97M-V/def2-TZVPD, the Open Molecules 2025 dataset).

Calculated values
E_tot	-388893.4752	eV
charge	-1
2S+1	2
<S²>	0.761

Atoms and positions in Å:
Hg (-1.998587, -1.652009, 0.259483)
C (5.408630, -2.683526, -1.324685)
C (4.825025, -1.528208, -1.858247)
C (3.445158, -1.322779, -1.761738)
C (2.633523, -2.151068, -1.020046)
C (3.218906, -3.298830, -0.471296)
C (4.584126, -3.562615, -0.643059)
P (0.878605, -1.699334, -0.573579)
C (0.816926, -0.014308, -1.292959)
C (1.002688, 1.143929, -0.602086)
C (0.904683, 2.404403, -1.190327)
C (0.512800, 2.513195, -2.503903)
C (0.307381, 1.372068, -3.238276)
C (0.459517, 0.102153, -2.647337)
C (1.259468, -1.319554, 1.273207)
C (2.555826, -1.019687, 1.631981)
C (2.997079, -1.013436, 2.969334)
C (2.091214, -1.250335, 3.964577)
C (0.754536, -1.492896, 3.710654)
C (-0.166707, -1.721739, 4.766680)
C (-1.486883, -1.992290, 4.461928)
C (-1.950675, -2.010265, 3.139145)
C (-1.068794, -1.880618, 2.075352)
C (0.300278, -1.579055, 2.333418)
H (6.481520, -2.938222, -1.479046)
H (5.370620, -0.829788, -2.482196)
H (2.978311, -0.403457, -2.116089)
H (2.628579, -3.929975, 0.204038)
H (4.975464, -4.498472, -0.182644)
H (1.198005, 1.129800, 0.449834)
H (1.081419, 3.283794, -0.564347)
H (0.287789, 3.443489, -2.971487)
H (-0.066494, 1.426037, -4.216491)
H (0.342983, -0.804364, -3.220315)
H (3.332638, -0.751506, 0.889407)
H (4.048730, -0.782853, 3.215382)
H (2.375020, -1.237817, 5.016972)
H (0.126106, -1.547123, 5.845008)
H (-2.205102, -2.136969, 5.246669)
H (-2.986916, -2.168960, 2.979006)
Se (-6.216047, -3.024818, -3.126473)
Sb (-5.132841, -1.558555, -1.434428)
Se (-4.948780, -1.813201, 0.995070)
Se (-6.616912, 0.137421, -2.126083)
Se (-2.851365, -1.016816, -2.017612)
Br (-0.876103, 5.089972, 1.173514)
C (-2.152449, 4.318527, -0.045652)
C (-2.517334, 5.069271, -1.158296)
C (-3.479585, 4.605517, -2.076056)
C (-4.031051, 3.316641, -1.907013)
C (-3.670099, 2.589583, -0.791153)
C (-2.755920, 3.088220, 0.123583)
I (-2.359277, 1.858577, 1.776576)
H (-2.087484, 6.048003, -1.307189)
H (-3.795022, 5.251238, -2.905393)
H (-4.645816, 2.847395, -2.599022)
H (-4.117318, 1.596187, -0.646314)

Cartesian forces (eV/Å) of the 6 atoms listed first:
-0.63 0.25 -0.74
0.42 0.20 -0.50
-0.32 -0.51 -0.69
0.32 0.88 0.26
-0.07 -0.59 0.46
0.09 0.04 0.27

=====

Entry 2:
# C5H10CeO3

A structure of composition C5H10CeO3 (ωB97M-V/def2-TZVPD, the Open Molecules 2025 dataset).

Calculated values
E_tot	-24399.3783	eV
charge	+2
2S+1	3
<S²>	2.005

Atoms and positions in Å:
C (-0.433886, -1.415341, 2.480639)
O (-0.417264, -2.241137, 1.364210)
C (-0.906388, -0.005525, 2.129724)
O (-0.124341, 0.409531, 0.992229)
C (-0.702110, 1.144971, 0.011199)
C (0.161406, 1.283746, -1.182029)
O (0.516241, -0.041218, -1.631573)
C (1.323030, -0.059039, -2.808632)
Ce (0.190557, -1.704929, -0.291608)
H (0.567853, -1.337263, 2.948320)
H (-1.121533, -1.794482, 3.259641)
H (-0.734261, 0.711841, 2.942246)
H (-1.970164, -0.015703, 1.851767)
H (-1.638213, 1.675241, 0.182717)
H (1.105333, 1.811299, -0.954165)
H (-0.379530, 1.796883, -1.988537)
H (1.492789, -1.104742, -3.081440)
H (0.789116, 0.449480, -3.621459)
H (2.281365, 0.436386, -2.603248)

Cartesian forces (eV/Å) of the 6 atoms listed first:
-0.18 1.39 2.85
-1.61 -1.17 3.40
-0.73 -0.18 0.68
0.66 -0.31 -0.21
-0.52 0.25 -0.58
-0.25 1.35 0.11

=====

Entry 3:
# C7H14BClO2

An isolated molecule of C7H14BClO2 (ωB97M-V/def2-TZVPD, the Open Molecules 2025 dataset).

Calculated values
SMILES	CC(C)(C)[C@H](Cl)B1OCCO1
E_tot	-24780.5233	eV
charge	0
2S+1	1

Atoms and positions in Å:
C (-0.780456, -0.786335, 2.668779)
C (-0.204644, -0.209177, 1.340249)
C (-0.725906, 1.280745, 1.340166)
C (1.325209, -0.219123, 1.465697)
C (-0.781834, -0.833544, 0.103536)
Cl (-0.629966, -2.639909, 0.246590)
B (-0.249890, -0.380633, -1.254291)
O (-0.671233, 0.773341, -1.836350)
C (0.259020, 1.065402, -2.919875)
C (0.943556, -0.278315, -3.193337)
O (0.648494, -1.088301, -2.052684)
H (-0.840736, -1.891480, 2.761947)
H (-1.808080, -0.621336, 2.561358)
H (-0.456108, -0.453461, 3.599699)
H (-1.010505, 1.650617, 0.389163)
H (0.048742, 2.056614, 1.670739)
H (-1.489969, 1.463074, 1.977634)
H (1.630334, 0.166546, 0.571738)
H (1.615998, 0.376166, 2.206074)
H (1.840387, -1.237958, 1.506209)
H (-1.874183, -0.505945, 0.315846)
H (0.916703, 1.937798, -2.567463)
H (-0.309244, 1.460351, -3.879313)
H (0.512326, -0.916164, -3.960654)
H (2.091987, -0.168973, -3.061457)

Cartesian forces (eV/Å) of the 6 atoms listed first:
-0.88 -2.52 -2.28
1.07 1.28 2.98
4.17 0.71 -0.79
-1.51 -4.31 -2.13
-2.34 -0.75 2.10
-0.26 0.14 -0.38

=====

Entry 4:
# C4H8O2

An isolated molecule of C4H8O2 (ωB97M-V/def2-TZVPD, the Open Molecules 2025 dataset).

Calculated values
E_tot	-8369.9266	eV
charge	0
2S+1	1

Atoms and positions in Å:
C (1.442864, 0.442519, -0.139109)
C (0.453972, -0.635537, 0.270654)
O (0.810693, -1.047597, 1.578223)
C (-0.992589, -0.104472, 0.219565)
C (-1.455068, -0.066608, -1.213466)
O (-1.725175, 1.149909, -1.605893)
H (1.427168, 1.254516, 0.597209)
H (1.185679, 0.850881, -1.123011)
H (2.457881, 0.038712, -0.181992)
H (0.338510, -1.867624, 1.768816)
H (-1.642206, -0.820529, 0.741663)
H (-1.048230, 0.865117, 0.758526)
H (0.521794, -1.478689, -0.431025)
H (-1.595095, 1.825277, -0.900049)

Cartesian forces (eV/Å) of the 6 atoms listed first:
0.01 0.01 -0.02
0.03 0.10 -0.32
-0.13 -0.23 0.12
-0.01 -0.06 -0.02
0.03 0.34 0.22
0.01 -0.11 0.14

=====

Entry 5:
# C12H19N4O3S

The ion C12H19N4O3S with charge +1 (ωB97M-V/def2-TZVPD, the Open Molecules 2025 dataset).

Calculated values
SMILES	CC(C)NC(=O)CNS(=O)(=O)c1cccc(C(N)=[NH2+])c1
E_tot	-35684.5888	eV
charge	+1
2S+1	1

Atoms and positions in Å:
C (-3.348607, -2.739380, -1.118948)
C (-1.832819, -2.584715, -0.808714)
C (-1.043825, -3.842914, -1.192143)
N (-1.251074, -1.454896, -1.527823)
C (-1.253975, -0.171100, -1.015388)
O (-1.647934, 0.141013, 0.093366)
C (-0.891336, 0.978275, -2.004151)
N (0.367843, 0.794110, -2.788028)
S (1.860016, 0.629353, -1.964357)
O (2.804410, 1.334158, -2.856994)
O (2.123375, -0.799746, -1.744194)
C (1.821734, 1.518737, -0.393767)
C (2.327266, 2.821146, -0.318125)
C (2.414084, 3.464561, 0.902948)
C (1.975858, 2.815270, 2.055332)
C (1.438424, 1.527688, 1.993536)
C (0.734194, 0.902473, 3.097643)
N (-0.525018, 0.371514, 2.907016)
N (1.251621, 0.849402, 4.271860)
C (1.434665, 0.891235, 0.781679)
H (-3.704548, -3.750515, -0.898171)
H (-3.536935, -2.489608, -2.185903)
H (-3.941859, -2.066199, -0.510157)
H (-1.731234, -2.468318, 0.290858)
H (-0.743501, -3.827895, -2.245554)
H (-0.160640, -3.872989, -0.552086)
H (-1.626965, -4.753048, -1.031650)
H (-0.788186, -1.648670, -2.414624)
H (-0.874675, 1.897039, -1.423800)
H (-1.724351, 1.015098, -2.666850)
H (0.522142, 1.497321, -3.484999)
H (2.635903, 3.363190, -1.203270)
H (2.863038, 4.449151, 1.050446)
H (1.975751, 3.363043, 3.002192)
H (-0.999447, 0.524386, 2.019829)
H (-1.076499, -0.029631, 3.711128)
H (2.223908, 1.132386, 4.466292)
H (0.768706, 0.362850, 5.004321)
H (1.160491, -0.143776, 0.701251)

Cartesian forces (eV/Å) of the 6 atoms listed first:
0.40 0.33 -0.52
-0.69 -1.02 0.18
0.03 0.15 0.18
0.09 1.79 1.08
0.27 -0.95 -1.83
-0.08 -0.22 0.72

=====

Q: Among the records above, which one has the lowest charge?
A: C28H20BrHgIPSbSe4